{"formula": "C20H32I2N2O4S3", "method": "ωB97M-V with the def2-TZVPD basis set", "smiles": "CCSC[C@@](C#N)(/C(I)=C(/C)I)[C@@H](C#N)CC.O=S1(=O)CCCC1.O=S1(=O)CCCC1", "e_tot_ev": -81129.7704, "orbital_gap_ha": 0.2917, "lumo_ev": -0.48, "species": ["C", "C", "S", "C", "C", "C", "N", "C", "I", "C", "C", "I", "C", "C", "N", "C", "C", "H", "H", "H", "H", "H", "H", "H", "H", "H", "H", "H", "H", "H", "H", "H", "H", "O", "S", "O", "C", "C", "C", "C", "H", "H", "H", "H", "H", "H", "H", "H", "O", "S", "O", "C", "C", "C", "C", "H", "H", "H", "H", "H", "H", "H", "H"], "coordinates": [[2.8873, -1.1568, 4.2719], [2.3383, -0.5984, 2.8672], [0.5071, -0.6965, 2.6338], [-0.0338, -1.3443, 1.0228], [1.0192, -1.6108, -0.1667], [0.0010, -1.9096, -1.4236], [-0.6799, -2.1881, -2.3901], [1.8366, -0.3272, -0.6698], [1.6555, 1.7024, 0.2029], [2.7508, -0.3119, -1.7957], [3.5531, 1.0327, -2.2599], [3.1385, -2.0315, -3.0411], [1.8357, -2.9822, 0.0285], [1.8234, -3.5906, 1.5358], [1.5707, -3.8488, 2.6985], [1.2432, -4.2462, -0.8361], [2.1244, -5.5387, -0.3277], [2.9522, -2.3130, 4.3247], [3.9912, -0.7973, 4.3531], [2.2838, -0.6999, 5.1298], [2.6400, 0.5098, 2.7986], [2.9379, -1.1352, 2.0268], [-0.5982, -2.3492, 1.1869], [-0.8424, -0.6310, 0.5846], [4.3084, 0.7928, -3.1045], [2.7555, 1.7893, -2.5927], [4.1940, 1.4524, -1.3918], [2.9653, -2.8131, -0.1870], [0.1612, -4.5018, -0.5509], [1.4470, -4.1724, -1.9518], [1.6055, -6.1289, 0.5045], [2.1436, -6.2500, -1.2496], [3.2194, -5.2756, -0.1196], [2.6130, 5.1761, 0.5507], [1.3843, 5.7820, 1.0133], [0.6136, 5.2274, 2.1033], [1.6939, 7.5070, 1.3453], [1.4345, 8.1990, 0.0138], [0.1649, 7.5561, -0.5476], [0.3117, 6.0411, -0.3951], [2.7136, 7.6393, 1.7069], [0.9798, 7.8341, 2.1046], [1.3217, 9.2782, 0.1379], [2.2714, 8.0222, -0.6700], [-0.7022, 7.9017, 0.0250], [-0.0007, 7.8327, -1.5915], [-0.6498, 5.5600, -0.2108], [0.7891, 5.5953, -1.2699], [-7.6225, -2.6532, -1.6885], [-6.5935, -2.3908, -0.7085], [-6.8739, -1.7301, 0.5466], [-5.7268, -3.9145, -0.3767], [-4.6121, -3.9469, -1.4138], [-4.0459, -2.5267, -1.4592], [-5.2315, -1.5620, -1.5202], [-6.4127, -4.7578, -0.4564], [-5.3208, -3.8538, 0.6358], [-3.8454, -4.6810, -1.1559], [-5.0200, -4.2134, -2.3945], [-3.4631, -2.3376, -0.5513], [-3.3782, -2.3849, -2.3119], [-5.0165, -0.6268, -1.0015], [-5.5271, -1.3562, -2.5507]]}